Entry A
Molecular formula: C3H10N2O
Method: DFT, the ωB97M-V functional and the def2-TZVPD basis

Last column: natural (NBO) charge in e.
Geometry (Å):
C: -0.3065 -0.3392 0.6833  -0.288
N: 1.0552 -0.0245 0.2224  -0.543
C: 1.0768 1.0938 -0.5611  0.410
O: 0.1245 1.7392 -0.9004  -0.582
C: -1.2067 -0.8116 -0.4530  -0.247
N: -0.5673 -1.9621 -1.1456  -0.869
H: -0.8022 0.4592 1.2547  0.218
H: -0.3052 -0.9378 1.6002  0.213
H: 1.0642 2.9745 1.7563  0.004
H: 2.0811 1.5268 -0.6862  0.149
H: 0.9525 -0.1861 -0.8943  0.399
H: 1.0493 2.5545 2.3693  -0.005
H: -2.1651 -1.2129 -0.1356  0.202
H: -1.3259 0.0288 -1.1276  0.213
H: -1.0809 -2.8149 -1.1601  0.372
H: 0.3561 -2.0878 -0.8223  0.354

Multiplicity ... 1
Frontier orbital gap ... 0.381 Eh
Net charge ... 0
M ... 90.1 g mol⁻¹

***

Entry B
Molecular formula: C3H10N2O
Method: DFT, the ωB97M-V functional and the def2-TZVPD basis

Last column: natural (NBO) charge in e.
Geometry (Å):
C: 3.8087 0.3783 0.0505  -0.482
C: 2.8469 0.5414 0.9512  0.148
O: 1.5046 0.5361 0.7662  -0.708
H: 4.7792 0.8559 0.0900  0.217
H: 3.6315 -0.1135 -0.8987  0.202
H: 3.0435 0.8941 1.9848  0.149
H: 1.0072 -0.0847 1.3023  0.475
N: -1.1435 -0.0440 -0.4438  -0.844
C: -2.5469 -0.0592 -0.2157  -0.077
N: -3.3486 -0.8306 -1.2371  -0.838
H: -0.8267 0.7413 -0.9896  0.377
H: -0.5981 -0.1954 0.3651  0.359
H: -2.7781 -0.5489 0.7600  0.156
H: -3.1481 0.8071 0.1020  0.167
H: -2.5681 -1.1887 -1.7938  0.354
H: -3.6636 -1.6893 -0.7934  0.346

Multiplicity ... 1
Structure (SMILES) ... C=CO.NCN
Frontier orbital gap ... 0.365 Eh
Net charge ... 0
M ... 90.1 g mol⁻¹

***

Entry C
Molecular formula: C3H10N2O
Method: DFT, the ωB97M-V functional and the def2-TZVPD basis

Last column: natural (NBO) charge in e.
Geometry (Å):
C: -1.2895 -1.6248 -0.4323  -0.609
C: -0.8837 -0.1274 -0.5382  -0.418
C: 0.0672 0.3240 0.4788  -0.168
N: 2.2943 0.4582 -0.7215  -0.072
N: -0.1133 1.6315 1.0146  -0.848
O: 3.1304 -0.2374 -0.1554  -0.330
H: -1.5166 -2.0223 -1.5054  0.214
H: -2.1163 -1.6835 0.3075  0.213
H: -0.3578 -2.2114 -0.1901  0.210
H: -1.8267 0.5292 -0.5135  0.195
H: -0.4506 -0.0671 -1.5337  0.217
H: 0.1601 -0.5062 1.1915  0.173
H: 2.5154 1.4435 -0.3981  0.285
H: -0.9464 2.0926 0.7983  0.371
H: 0.1929 1.7354 2.0820  0.379
H: 1.1409 0.2658 0.1156  0.186

Multiplicity ... 1
Structure (SMILES) ... CCCN.N=O
Frontier orbital gap ... 0.312 Eh
Net charge ... 0
M ... 90.1 g mol⁻¹

***

So which one is most stable? That would be entry B, about 135.8 kJ/mol below the next structure.